Density functional theory data (the ωB97M-V functional and the def2-TZVPD basis) for a cluster of 7 separate species, CH16O7 in total in a non-equilibrium geometry.

Last column: Löwdin charge in e.
Positions of all 24 atoms, in Å:
O 4.05300 50.25200 3.64800  -0.1403
O -0.80800 51.81700 4.80600  0.0626
O 1.45100 48.87600 3.42900  -0.3517
O 2.28600 53.14200 3.64000  -0.0635
O 0.07600 47.32800 4.52600  -0.1187
O 1.76900 51.86800 0.73800  -0.0740
O 0.40600 51.24400 2.87100  0.0881
C 1.87400 48.58400 2.05000  -0.1758
H 1.96900 47.60700 1.81800  0.0469
H 2.16700 54.10500 3.97200  0.1192
H 0.82400 47.88800 4.34500  -0.0929
H 0.99000 50.29200 3.03800  0.1304
H 4.68300 50.24500 2.80400  0.0963
H 2.73900 51.64200 0.73500  0.0681
H 1.39600 51.43000 -0.05700  0.0641
H 0.21800 47.56400 5.47500  0.0330
H 1.09400 51.95400 2.95200  0.0649
H 1.08300 48.71300 1.35500  0.0718
H 2.61000 49.14100 1.80300  -0.0217
H -0.17400 51.35300 3.64800  -0.0083
H 3.37900 49.55300 3.36300  0.0114
H 3.14800 52.75600 3.73000  0.0270
H -0.74600 51.39900 5.64100  0.0805
H -1.08500 52.64900 5.15100  0.0826

Output
Relative energy (zero: lowest compared OMol25 entry of this formula, charge and spin), eV: 4.2109
Frontier orbital gap, eV: 8.013
Charge: 0
HOMO, eV: -8.159
LUMO energy, eV: -0.15
Max |F|, eV Å⁻¹: 7.35